# 1
{"formula": "C20H57N3O11", "method": "ωB97M-V/def2-TZVPD", "elements": ["C", "C", "C", "O", "C", "N", "H", "H", "H", "H", "H", "H", "H", "H", "H", "H", "H", "C", "C", "C", "O", "C", "N", "H", "H", "H", "H", "H", "H", "H", "H", "H", "H", "H", "C", "C", "C", "O", "C", "N", "H", "H", "H", "H", "H", "H", "H", "H", "H", "H", "H", "C", "C", "O", "O", "H", "H", "H", "H", "H", "H", "C", "C", "O", "O", "H", "H", "H", "H", "H", "H", "C", "C", "O", "O", "H", "H", "H", "H", "H", "H", "C", "C", "O", "O", "H", "H", "H", "H", "H", "H"], "positions_angstrom": [[-1.7275, 0.7840, -0.9568], [-1.0002, -0.3491, -0.2127], [-0.3094, -1.2756, -1.2207], [-1.1863, -1.8562, -2.1286], [-0.7514, -3.0559, -2.7213], [-0.0172, 0.2765, 0.6894], [-2.3254, 0.3833, -1.7803], [-1.0283, 1.5218, -1.3474], [-2.4852, 1.2549, -0.3268], [-1.6569, -0.9298, 0.4404], [0.2049, -2.0477, -0.6270], [0.4903, -0.7025, -1.7211], [-1.4362, -3.3341, -3.5156], [-0.7634, -3.8657, -1.9802], [0.2851, -2.9861, -3.0654], [0.5173, -0.4779, 1.1236], [0.5864, 0.8374, 0.0988], [4.4997, 1.5220, 2.7386], [3.7541, 0.3255, 2.1426], [4.2049, 0.0676, 0.6942], [3.5424, 0.9309, -0.1665], [3.9010, 0.7247, -1.5257], [3.9397, -0.8847, 2.9555], [4.2991, 2.3635, 2.0692], [5.5659, 1.3205, 2.8576], [4.1659, 1.8273, 3.7332], [2.6817, 0.5194, 2.0981], [3.9930, -0.9932, 0.5014], [5.3010, 0.1581, 0.6984], [3.2763, 1.3986, -2.1077], [3.7554, -0.3250, -1.7934], [4.9464, 0.9998, -1.6973], [3.8297, -0.7893, 3.9572], [4.9145, -1.1773, 2.8858], [-0.2021, 0.0975, -5.0195], [0.1971, -1.1039, -5.8613], [-0.6071, -1.3522, -7.1387], [-1.9969, -1.1990, -6.9702], [-2.5524, -2.2165, -6.1725], [1.6104, -1.0226, -6.2342], [-1.1930, -0.0235, -4.5699], [-0.2134, 1.0317, -5.5918], [0.4342, 0.3414, -4.1641], [0.1855, -1.9774, -5.2009], [-0.3340, -2.3021, -7.5991], [-0.3102, -0.5483, -7.8170], [-2.3920, -1.9994, -5.1137], [-2.2622, -3.2284, -6.4686], [-3.6375, -2.2172, -6.3075], [2.2352, -0.9325, -5.4434], [1.8082, -0.1971, -6.7953], [0.0028, -3.9048, 1.7051], [1.4947, -3.5905, 1.6357], [1.6424, -2.1521, 1.6250], [-0.4625, -3.9782, 3.0491], [-0.1899, -4.8694, 1.2249], [-0.5686, -3.1866, 1.1051], [1.9022, -3.9720, 0.6925], [2.0496, -3.9626, 2.4958], [2.5332, -1.9672, 2.0163], [-0.3984, -3.0492, 3.3332], [-3.1253, 0.9267, 3.0390], [-2.0558, 1.9571, 3.3123], [-1.3621, 2.3969, 2.1664], [-4.2229, 1.5358, 2.3422], [-3.4490, 0.5153, 4.0014], [-2.7697, 0.0817, 2.4424], [-1.3537, 1.5588, 4.0550], [-2.4744, 2.7985, 3.8679], [-0.9129, 1.6117, 1.7844], [-4.6153, 0.8294, 1.8218], [0.6733, 0.2083, 5.8522], [0.4276, -0.7685, 4.7102], [-0.7699, -1.5194, 4.9060], [1.2485, -0.3719, 7.0094], [-0.2891, 0.6301, 6.1480], [1.2738, 1.0573, 5.5006], [1.3134, -1.3971, 4.5750], [0.2223, -0.1812, 3.8132], [-0.7241, -1.9178, 5.7855], [2.1914, -0.4984, 6.8765], [-4.2043, 5.7046, -0.3349], [-3.3805, 4.4409, -0.0913], [-2.4579, 4.5698, 0.9531], [-3.3698, 6.8560, -0.1990], [-5.0749, 5.7975, 0.3274], [-4.5577, 5.5974, -1.3693], [-2.9205, 4.1448, -1.0481], [-4.0542, 3.5924, 0.1109], [-2.2285, 3.6712, 1.2727], [-3.7203, 7.4882, -0.8352]], "lumo_ev": 0.17, "homo_energy_ev": -8.903, "smiles": "COC[C@H](C)N.COC[C@H](C)N.COC[C@H](C)N.OCCO.OCCO.OCCO.OCCO", "total_charge": 0, "homo_lumo_gap_ev": 9.071, "energy_ev": -48653.6817, "e_above_lowest_kj_mol": 75.4}

# 2
{"formula": "C4H10N3", "method": "ωB97M-V/def2-TZVPD", "elements": ["C", "C", "C", "C", "N", "N", "N", "H", "H", "H", "H", "H", "H", "H", "H", "H", "H"], "positions_angstrom": [[1.2738, -0.8817, 0.8769], [2.1053, -0.6432, -0.2094], [-1.7028, 0.0819, -0.4260], [-0.2320, 1.8685, 0.1620], [0.0665, -0.4870, 1.0043], [-0.5808, 0.5012, 0.1406], [-2.2370, -1.1503, -0.3680], [1.5554, -1.6720, 1.5880], [3.0775, -1.2701, -0.3266], [2.4999, 0.4161, -0.2012], [-2.3945, 0.8806, -0.8336], [-1.0043, 2.5389, 0.1349], [0.2573, 1.9984, 1.1110], [0.5323, 1.9797, -0.5603], [-3.0442, -1.4669, -0.9774], [-1.6902, -1.8518, 0.0580], [1.5175, -0.8423, -1.1732]], "lumo_ev": -3.64, "homo_energy_ev": -13.969, "smiles": "C/C=N\\N(C)C=[NH2+]", "total_charge": 1, "homo_lumo_gap_ev": 10.332, "energy_ev": -8772.0559, "e_above_lowest_kj_mol": 245.4}

# 3
{"formula": "C7H14AuN2OP", "method": "ωB97M-V/def2-TZVPD", "elements": ["C", "C", "C", "C", "C", "Au", "P", "H", "H", "H", "H", "H", "H", "H", "H", "C", "N", "C", "N", "O", "H", "H", "H", "H", "H", "H"], "positions_angstrom": [[-0.5096, -0.8835, -2.8517], [-0.7050, 0.0090, -3.8550], [-0.4398, 1.3899, -3.7917], [0.1035, 2.1102, -2.7152], [0.4067, 1.6203, -1.4862], [0.0831, -0.2631, -1.1092], [0.1650, -2.5257, -0.2369], [-0.7123, -1.9609, -2.9754], [-1.0931, -0.3598, -4.8149], [-0.6484, 1.9660, -4.6999], [0.8088, 2.2818, -0.7022], [0.2860, 3.1752, -2.9235], [1.3604, -2.7817, 0.4912], [0.1466, -3.6208, -1.1441], [-0.8428, -2.8999, 0.7006], [1.4982, 0.8356, 3.7196], [0.1948, 0.2885, 3.4206], [-0.2645, 0.1253, 2.1552], [-1.5063, -0.4326, 2.0598], [0.4120, 0.4714, 1.1534], [1.9841, 1.1291, 2.7851], [2.1159, 0.0942, 4.2388], [1.3957, 1.7108, 4.3684], [-0.3782, -0.0662, 4.1769], [-1.8881, -0.6314, 1.1496], [-1.9725, -0.7815, 2.8868]], "lumo_ev": [0.36, -0.15], "homo_energy_ev": [-4.787, -7.942], "total_charge": 0, "homo_lumo_gap_ev": [5.146, 7.790], "energy_ev": -25490.1431, "spin_multiplicity": 3, "e_above_lowest_kj_mol": 0.0}

# 4
{"formula": "C3H6N3O", "method": "ωB97M-V/def2-TZVPD", "elements": ["C", "C", "C", "N", "N", "N", "O", "H", "H", "H", "H", "H", "H"], "positions_angstrom": [[-1.8446, 0.3272, -1.7502], [-0.3815, -1.7100, -0.0117], [-0.3324, 2.4163, -0.3494], [-0.9854, 0.3517, -0.9017], [-0.0487, 1.1913, -0.2898], [0.7865, -1.4200, 0.4681], [-2.7051, 0.1387, -2.4587], [-1.1648, -1.5697, 0.6219], [-0.4886, -2.1207, -0.9102], [-1.3089, 2.9054, -0.7924], [0.4593, 3.0591, -0.0125], [0.9387, -1.0582, 1.3989], [1.6050, -1.6149, -0.1042]], "lumo_ev": -4.74, "homo_energy_ev": -14.471, "total_charge": 1, "homo_lumo_gap_ev": 9.734, "energy_ev": -9716.2012, "e_above_lowest_kj_mol": 244.0}

# 5
{"formula": "C20H29NO5P", "method": "ωB97M-V/def2-TZVPD", "elements": ["C", "C", "C", "C", "C", "C", "C", "C", "O", "C", "O", "C", "C", "C", "N", "C", "C", "P", "O", "O", "O", "H", "H", "H", "H", "H", "H", "H", "H", "H", "H", "H", "H", "H", "H", "H", "C", "C", "C", "C", "C", "C", "H", "H", "H", "H", "H", "H", "H", "H", "H", "H", "H", "H", "H", "H"], "positions_angstrom": [[0.6495, -0.9720, 1.9491], [0.6839, -1.2216, 0.3588], [2.0611, -1.4484, -0.3137], [2.1545, -1.6469, -1.8499], [0.8087, -1.6470, -2.6593], [-0.5943, -1.4285, -1.9775], [-0.6731, -1.2038, -0.4472], [-1.9905, -0.9290, 0.4053], [-3.2129, -0.8352, -0.3826], [-4.2998, -0.5034, 0.4872], [-4.2023, -0.3432, 1.7185], [-5.7582, -0.3750, -0.2018], [-6.3491, 0.9573, -0.7393], [-7.7527, 0.9486, -1.4002], [-8.5231, -0.2756, -1.5416], [-8.0351, -1.5602, -1.0555], [-6.6390, -1.6789, -0.3409], [-6.0972, -3.3820, 0.3107], [-6.3361, -3.3597, 1.8379], [-7.0265, -4.6608, -0.3241], [-4.4007, -3.6112, 0.0857], [0.8673, 0.1374, 2.1540], [-0.3105, -1.3363, 2.4464], [1.5094, -1.5767, 2.4360], [2.9803, -1.4356, 0.3611], [3.1823, -1.7771, -2.3208], [0.9287, -1.7903, -3.7962], [-1.5614, -1.4249, -2.6027], [-1.7987, 0.0449, 1.0019], [-2.1533, -1.7802, 1.1692], [-5.7667, 1.9387, -0.6445], [-8.2168, 1.9120, -1.8315], [-9.4468, -0.2770, -2.0008], [-8.6999, -2.4914, -1.2075], [-6.7842, -4.8339, -1.2669], [-4.2035, -3.6807, -0.8820], [3.5151, 1.5822, 1.2508], [4.3570, 1.9088, 0.0255], [5.7750, 1.3383, 0.0985], [6.6369, 1.8755, 1.2440], [6.8189, 3.3947, 1.2682], [7.5358, 3.9338, 0.0381], [3.9359, 2.0188, 2.1597], [2.5043, 1.9821, 1.1291], [3.4348, 0.5011, 1.3911], [4.3868, 2.9926, -0.1220], [3.8609, 1.4927, -0.8584], [6.2770, 1.5267, -0.8564], [5.7141, 0.2476, 0.1935], [7.6236, 1.4012, 1.1852], [6.2099, 1.5587, 2.2013], [7.4056, 3.6580, 2.1550], [5.8524, 3.8955, 1.3807], [8.5240, 3.4782, -0.0686], [7.6712, 5.0152, 0.1255], [6.9675, 3.7458, -0.8761]], "lumo_ev": -5.68, "homo_energy_ev": -10.522, "total_charge": 1, "homo_lumo_gap_ev": 4.839, "energy_ev": -42213.5428}

# 6
{"formula": "C4H6NOPS", "method": "ωB97M-V/def2-TZVPD", "elements": ["C", "C", "C", "C", "N", "O", "P", "S", "H", "H", "H", "H", "H", "H"], "positions_angstrom": [[-0.5284, 1.6202, -0.7170], [-0.1749, 0.5402, 0.0789], [-0.0455, -0.4692, -1.9066], [0.2329, 0.7442, 1.5452], [0.0820, -0.6198, -0.4949], [1.4967, -2.5734, -2.3871], [0.6735, -1.4667, -3.2692], [-0.4424, 1.1435, -2.3347], [-0.8468, 2.5240, -0.1997], [-0.5777, 1.0685, 2.2558], [0.7549, -0.2217, 1.9252], [0.9112, 1.5268, 1.6148], [1.3179, -2.3377, -1.4957], [-0.6216, -2.2406, -3.3882]], "lumo_ev": 0.22, "homo_energy_ev": -8.731, "smiles": "Cc1csc(PO)n1", "total_charge": 0, "homo_lumo_gap_ev": 8.950, "energy_ev": -27905.8837, "e_above_lowest_kj_mol": 45.4}